{"formula": "C46H34AsBaN5O2PS2", "method": "the ωB97M-V functional and the def2-TZVPD basis", "species": ["Ba", "O", "C", "O", "C", "C", "C", "N", "C", "C", "C", "C", "C", "C", "C", "N", "C", "C", "C", "C", "C", "N", "H", "H", "H", "H", "H", "H", "H", "H", "H", "H", "S", "C", "C", "N", "C", "S", "C", "N", "C", "C", "As", "C", "C", "C", "C", "C", "C", "C", "C", "C", "C", "C", "C", "P", "C", "C", "C", "C", "C", "C", "C", "C", "C", "C", "C", "C", "H", "H", "H", "H", "H", "H", "H", "H", "H", "H", "H", "H", "H", "H", "H", "H", "H", "H", "H", "H", "H", "H", "H", "H"], "coordinates": [[-0.698182, 0.478364, -0.559387], [4.771847, 1.319795, 4.636758], [4.326876, 0.202767, 4.325273], [4.655075, -0.945655, 4.672539], [3.154829, 0.245331, 3.305255], [2.539950, -0.923123, 2.886875], [1.467322, -0.857589, 2.011514], [0.996973, 0.308064, 1.548536], [1.598303, 1.439294, 1.933429], [2.674979, 1.444560, 2.810137], [1.050131, 2.718722, 1.396842], [1.842153, 3.861581, 1.345171], [1.297935, 5.038224, 0.866132], [-0.020871, 5.050199, 0.445725], [-0.727585, 3.864526, 0.500691], [-0.219280, 2.724092, 0.968375], [0.762630, -2.097699, 1.574401], [1.351320, -3.352494, 1.733493], [0.651710, -4.482949, 1.362829], [-0.624948, -4.346520, 0.839055], [-1.123037, -3.068646, 0.684618], [-0.457284, -1.968018, 1.035246], [2.919592, -1.845010, 3.304377], [3.147551, 2.350768, 3.162320], [2.877328, 3.817179, 1.648179], [1.904639, 5.932355, 0.807086], [-0.484687, 5.940755, 0.046897], [-1.746401, 3.824805, 0.132702], [2.353276, -3.435684, 2.126447], [1.102892, -5.460516, 1.470606], [-1.210399, -5.202517, 0.533476], [-2.106158, -2.914151, 0.250673], [1.875639, 0.905463, -1.967137], [1.514382, 1.693546, -3.481740], [2.558547, 1.616124, -4.467143], [3.404569, 1.525911, -5.244298], [0.371532, 2.362634, -3.803582], [-1.050455, 2.564572, -2.816592], [0.286579, 2.973389, -5.102588], [0.183717, 3.477914, -6.133788], [-1.894391, -3.557165, -3.588842], [-1.538900, -4.245332, -4.901260], [-3.141605, -5.017574, -5.749960], [-4.047100, -3.300429, -5.993884], [-3.441576, -2.240004, -6.663854], [-4.066646, -1.004648, -6.733241], [-5.307622, -0.817523, -6.136939], [-5.921853, -1.869485, -5.474483], [-5.291053, -3.106201, -5.402468], [-2.446426, -5.200661, -7.568776], [-3.361991, -5.434310, -8.593393], [-2.937475, -5.580532, -9.904325], [-1.584154, -5.506424, -10.208832], [-0.664405, -5.284224, -9.196378], [-1.093030, -5.131023, -7.882695], [-0.619187, -2.411836, -2.888158], [-0.059093, -1.607690, -4.424562], [1.076585, -1.975788, -5.143533], [1.395786, -1.321149, -6.322625], [0.577022, -0.308690, -6.805461], [-0.561687, 0.052458, -6.102933], [-0.870858, -0.585463, -4.909918], [0.776241, -3.488433, -2.410527], [1.972428, -2.859539, -2.049673], [3.055420, -3.606502, -1.613136], [2.959498, -4.989397, -1.518830], [1.771961, -5.619959, -1.857103], [0.685385, -4.873183, -2.295421], [-2.189699, -4.271161, -2.813370], [-2.760455, -2.904571, -3.739782], [-0.797149, -5.030722, -4.756853], [-1.115864, -3.516170, -5.593570], [-2.469263, -2.370713, -7.126770], [-3.578090, -0.183002, -7.241368], [-5.788759, 0.151045, -6.184412], [-6.888547, -1.727701, -5.007465], [-5.769414, -3.925083, -4.876566], [-4.421231, -5.490594, -8.365618], [-3.662601, -5.751077, -10.690289], [-1.250058, -5.618594, -11.232406], [0.391762, -5.220259, -9.426127], [-0.358157, -4.945156, -7.109821], [1.724089, -2.760457, -4.773323], [2.302122, -1.582301, -6.853553], [0.848149, 0.226819, -7.705813], [-1.179285, 0.869965, -6.450987], [-1.734683, -0.252582, -4.342745], [2.059265, -1.778245, -2.127073], [3.975174, -3.102190, -1.344419], [3.807433, -5.570868, -1.178858], [1.686645, -6.697310, -1.779905], [-0.238037, -5.382911, -2.539694]], "atomic_forces_ev_per_a": [[-0.3, -0.2, -0.4], [0.0, 0.0, 0.0], [0.1, 0.0, -0.1], [0.0, 0.0, 0.0], [0.0, 0.0, 0.0], [0.0, 0.0, 0.0], [0.0, 0.0, 0.1], [0.1, 0.0, 0.1], [0.1, 0.0, 0.0], [0.0, 0.0, 0.0], [0.1, 0.0, 0.0], [0.0, 0.0, 0.0], [0.0, 0.0, 0.0], [0.0, 0.0, 0.0], [0.0, 0.0, 0.0], [0.0, 0.1, 0.1], [-0.1, 0.0, 0.0], [0.0, 0.0, 0.0], [0.0, 0.0, 0.0], [0.0, 0.0, 0.0], [0.0, 0.0, 0.0], [0.0, 0.1, 0.0], [0.0, 0.0, 0.0], [0.0, 0.0, 0.0], [0.0, 0.0, 0.0], [0.0, 0.0, 0.0], [0.0, 0.0, 0.0], [0.0, 0.0, 0.0], [0.0, 0.0, 0.0], [0.0, 0.0, 0.0], [0.0, 0.0, 0.0], [0.0, 0.0, 0.0], [0.1, 0.0, 0.0], [0.0, 0.0, 0.0], [0.0, 0.0, 0.0], [0.0, 0.0, 0.0], [0.0, 0.0, 0.0], [-0.1, -0.1, 0.1], [0.0, 0.1, 0.0], [0.0, 0.0, 0.0], [0.0, 0.0, 0.0], [0.0, 0.0, 0.0], [0.0, 0.0, 0.0], [0.0, 0.0, 0.0], [0.0, 0.0, 0.0], [0.0, 0.0, 0.0], [0.0, 0.0, 0.0], [0.0, 0.0, 0.0], [0.0, 0.0, 0.0], [0.0, 0.0, 0.0], [0.0, 0.0, 0.0], [0.0, 0.0, 0.0], [0.0, 0.0, 0.0], [0.0, 0.0, 0.0], [0.0, 0.0, 0.0], [0.0, 0.1, 0.1], [0.0, 0.1, 0.0], [0.0, 0.0, 0.0], [0.0, 0.0, 0.0], [0.0, 0.0, 0.0], [0.0, 0.0, 0.0], [0.0, 0.0, 0.0], [0.0, 0.0, 0.0], [0.0, 0.0, 0.0], [0.0, 0.0, 0.0], [0.0, 0.0, 0.0], [0.0, 0.0, 0.0], [0.0, 0.0, 0.0], [0.0, 0.0, 0.0], [0.0, 0.0, 0.0], [0.0, 0.0, 0.0], [0.0, 0.0, 0.0], [0.0, 0.0, 0.0], [0.0, 0.0, 0.0], [0.0, 0.0, 0.0], [0.0, 0.0, 0.0], [0.0, 0.0, 0.0], [0.0, 0.0, 0.0], [0.0, 0.0, 0.0], [0.0, 0.0, 0.0], [0.0, 0.0, 0.0], [0.0, 0.0, 0.0], [0.0, 0.0, 0.0], [0.0, 0.0, 0.0], [0.0, 0.0, 0.0], [0.0, 0.0, 0.0], [0.0, 0.0, 0.0], [0.0, 0.0, 0.0], [0.0, 0.0, 0.0], [0.0, 0.0, 0.0], [0.0, 0.0, 0.0], [0.0, 0.0, 0.0]], "max_force_ha_per_bohr": 0.0110, "homo_ev": -4.57, "spin_multiplicity": 1, "lumo_ev": 1.2, "charge": -1, "e_above_lowest_ev": 0.1305, "gap_ev": 5.82, "e_tot_ev": -152296.3812}